Record 1
Entry from the Open Molecules 2025 dataset: an isolated molecule of C4H5FOS (ωB97M-V/def2-TZVPD).

* E_HOMO: -8.7 eV
* molecular weight: 120.1 g/mol
* E: -19825.96042 eV
* max |F|: 0.086 Eh/bohr

Geometry (Å):
C (-0.64885, -0.30794, 1.54476)
C (-0.08734, 0.62446, 0.42031)
C (-0.72233, -0.80739, -1.54326)
C (-0.15113, -1.95854, -1.27363)
H (-1.53440, -0.82364, 1.34634)
H (-1.09955, 0.15697, 2.54010)
H (0.13081, -1.11766, 1.71081)
H (-1.52522, -0.72014, -2.32299)
H (0.00360, -2.90207, -1.87580)
O (-0.58162, 0.46052, -0.81980)
F (0.99346, -1.75991, -0.34397)
S (0.58716, 2.01612, 0.83541)


Record 2
Entry from the Open Molecules 2025 dataset: a structure of composition C18H31InNaO8 (ωB97M-V/def2-TZVPD).

* E_HOMO: -4.4 eV
* net charge: -1
* molecular weight: 513.2 g/mol
* E: -45138.01652 eV
* max |F|: 0.033 Eh/bohr

Geometry (Å):
C (-4.52295, -1.96377, -0.32610)
C (-4.25296, -3.47201, -0.21529)
C (-3.16229, -3.63293, 0.77910)
O (-3.46161, -3.17324, 2.04809)
In (-1.63845, -2.12629, 2.15495)
O (-0.67690, -1.46785, 3.93829)
C (-0.39581, -0.19126, 3.94381)
O (-0.59211, 0.52729, 4.89546)
C (0.15965, 0.41881, 2.66845)
C (0.63357, -0.33754, 1.61015)
C (1.00330, 0.22005, 0.41495)
C (0.95359, 1.58932, 0.27415)
C (0.55479, 2.36557, 1.33922)
C (0.14703, 1.78656, 2.52177)
H (-4.53864, -1.55764, 0.66902)
H (-5.44199, -1.77697, -0.86460)
H (-3.72088, -1.48445, -0.86800)
H (-5.16962, -4.01685, -0.05188)
H (-3.81497, -3.83300, -1.15417)
H (-2.42424, -2.94550, 0.33345)
H (-2.68280, -4.61054, 0.77216)
H (-1.93136, -0.74328, 1.14874)
H (-0.51080, -3.28159, 1.42007)
H (0.67466, -1.39490, 1.68463)
H (1.29808, -0.41250, -0.39759)
H (1.22751, 2.04192, -0.65715)
H (0.55315, 3.43315, 1.23767)
H (-0.18953, 2.39153, 3.33627)
Na (-3.05407, -2.26031, -2.22917)
C (-1.23052, -0.37503, -2.54010)
O (-1.12813, -1.51154, -1.79703)
H (-2.27916, 0.01705, -2.71663)
H (-0.71984, 0.53642, -2.12851)
H (-0.82169, -0.42676, -3.57187)
C (-0.54165, -3.73616, -4.69763)
C (0.18620, -2.76714, -5.61933)
C (1.46425, -3.38564, -6.17436)
O (0.46576, -1.56556, -4.92393)
H (0.08184, -3.98375, -3.83697)
H (-1.44541, -3.27203, -4.30621)
H (-0.80439, -4.66062, -5.22134)
H (-0.46789, -2.48476, -6.44737)
H (2.14674, -3.63211, -5.35720)
H (1.97519, -2.67957, -6.82962)
H (1.25719, -4.29818, -6.73786)
H (1.02490, -1.77247, -4.16635)
C (3.76728, 4.58900, 5.06105)
C (3.89009, 4.99886, 3.61287)
C (3.84668, 6.49333, 3.35889)
O (3.27538, 6.56708, 2.04680)
C (2.51832, 5.44875, 1.86466)
O (1.75536, 5.27898, 0.97717)
O (2.75784, 4.55830, 2.85008)
H (4.40924, 5.20739, 5.68988)
H (2.73455, 4.68333, 5.39380)
H (4.05775, 3.54907, 5.19647)
H (4.78457, 4.55785, 3.16499)
H (4.82776, 6.96091, 3.36920)
H (3.18843, 7.01320, 4.06001)


Record 3
Entry from the Open Molecules 2025 dataset: a cluster of 9 separate species, C25H67NO9S8 in total (ωB97M-V/def2-TZVPD).

* E_HOMO: -8.3 eV
* molecular weight: 782.3 g/mol
* E: -133598.02700 eV
* max |F|: 0.089 Eh/bohr

Geometry (Å):
C (10.08985, 16.10384, -5.07366)
S (9.26794, 17.33644, -6.13654)
O (9.24446, 18.68889, -5.46611)
C (10.66265, 17.47151, -7.40571)
H (10.14132, 15.08452, -5.45634)
H (9.46115, 15.99420, -4.19001)
H (11.00780, 16.56938, -4.71487)
H (10.60843, 17.49888, -8.49401)
H (11.23979, 16.54725, -7.43315)
H (11.34409, 18.25520, -7.07469)
C (6.69016, 24.18790, 2.42435)
S (7.74580, 25.64308, 3.04244)
O (7.99946, 26.66797, 1.95901)
C (6.55039, 26.52937, 4.02484)
H (5.81597, 24.71815, 2.04658)
H (6.47339, 23.48809, 3.23143)
H (7.08294, 23.80585, 1.48208)
H (5.85531, 26.94442, 3.29498)
H (6.95960, 27.45063, 4.43946)
H (5.87461, 26.08757, 4.75712)
C (11.48670, 20.08650, 4.71592)
S (10.03222, 19.16421, 5.40449)
O (10.64738, 17.88211, 5.94121)
C (9.14139, 18.77217, 3.81509)
H (11.85542, 19.36277, 3.98904)
H (12.24785, 20.32193, 5.45978)
H (11.36423, 21.02737, 4.17940)
H (8.23235, 18.26797, 4.14300)
H (9.63044, 18.13892, 3.07486)
H (8.95486, 19.65792, 3.20784)
C (3.06516, 24.64712, -3.47204)
S (4.46293, 24.80295, -2.20968)
O (3.91841, 25.47384, -0.94604)
C (4.79986, 23.02210, -1.89388)
H (3.46908, 24.10269, -4.32559)
H (2.79999, 25.58257, -3.96471)
H (2.28183, 23.98598, -3.10139)
H (3.90283, 22.64523, -1.40253)
H (5.68388, 22.84335, -1.28178)
H (5.08044, 22.37284, -2.72324)
C (5.51656, 15.82233, 2.33749)
S (5.55837, 17.67511, 2.57222)
O (6.72303, 18.11439, 1.66703)
C (3.93396, 17.95580, 1.75388)
H (5.23456, 15.26036, 3.22786)
H (6.58894, 15.67221, 2.21272)
H (5.12869, 15.62462, 1.33820)
H (4.21007, 17.69619, 0.73189)
H (3.59887, 18.99293, 1.74020)
H (3.18738, 17.25684, 2.13094)
C (4.99242, 21.58556, -7.78236)
S (6.22268, 21.01208, -6.48629)
O (5.71611, 21.75319, -5.22801)
C (5.77759, 19.22781, -6.05506)
H (4.75718, 20.74396, -8.43388)
H (5.43711, 22.42144, -8.32241)
H (4.08402, 21.98735, -7.33350)
H (6.51672, 18.87576, -5.33544)
H (5.62908, 18.68333, -6.98758)
H (4.76512, 19.12774, -5.66394)
C (7.73892, 20.83940, -0.07924)
S (8.71419, 21.64120, -1.48850)
O (10.21457, 21.59031, -1.22757)
C (8.37024, 20.23708, -2.73878)
H (8.35507, 20.14784, 0.49540)
H (6.85280, 20.28107, -0.38116)
H (7.32642, 21.63236, 0.54458)
H (8.57338, 20.54805, -3.76354)
H (7.41350, 19.71750, -2.79154)
H (9.16311, 19.53746, -2.47423)
C (9.64639, 21.99658, -6.33641)
S (11.21697, 22.64515, -6.03924)
O (10.72107, 23.86940, -5.26416)
C (11.79568, 21.52305, -4.74580)
H (9.15184, 21.93594, -5.36695)
H (9.81827, 20.95942, -6.62425)
H (9.02762, 22.64774, -6.95383)
H (11.19655, 21.52723, -3.83523)
H (12.79942, 21.82886, -4.45070)
H (11.84859, 20.50507, -5.13182)
C (11.36550, 14.99994, -1.33787)
C (11.20337, 15.81181, -0.08262)
C (11.66287, 15.03072, 1.18412)
C (13.21157, 14.93520, 1.30490)
C (13.67855, 16.42412, 1.50639)
C (13.39914, 17.19450, 0.17168)
N (11.88192, 17.19602, -0.20731)
O (11.56588, 17.95019, -1.34253)
C (13.57838, 18.55189, 0.68107)
C (14.43381, 16.80247, -0.91992)
C (9.63662, 16.09632, 0.09769)
H (11.96361, 14.14729, -1.01641)
H (12.00426, 15.41074, -2.11975)
H (10.42226, 14.63099, -1.74069)
H (11.15222, 15.35040, 2.09249)
H (11.23039, 14.03023, 1.19291)
H (13.81412, 14.40694, 0.56600)
H (13.35103, 14.39213, 2.23963)
H (14.74591, 16.53329, 1.69855)
H (13.21477, 16.86030, 2.39112)
H (13.53402, 19.26369, -0.14324)
H (12.76605, 18.75181, 1.37982)
H (14.55478, 18.68627, 1.14657)
H (14.80239, 17.71239, -1.39350)
H (15.27488, 16.18904, -0.59681)
H (13.92649, 16.18669, -1.66257)
H (9.04446, 15.18695, 0.20021)
H (9.15355, 16.64430, -0.71130)
H (9.52344, 16.70133, 0.99727)
H (11.13178, 18.67503, -0.88672)


Per-record LUMO energy, eV: 0.13; 1.47; 0.00
Per-record relative energy (zero: lowest compared OMol25 entry of this formula, charge and spin), kcal/mol: 60.55; 0.00; 40.68
Per-record gap between HOMO and LUMO, Ha: 0.3249; 0.2167; 0.3063